This record from OMol25 describes a structure of composition C19H27N8O6PPtS2 in a non-equilibrium geometry. The level of theory is ωB97M-V with the def2-TZVPD basis set.

Its charge is +2. The HOMO energy is -13.46 eV.

Geometry as XYZ:
```
64
Properties=species:S:1:pos:R:3:mulliken_charge:R:1
Pt -0.01644 -0.09930 0.40100 1.883
O 3.57710 4.02201 2.72042 -0.499
C 2.83119 3.09104 2.13828 0.817
C 3.04567 2.63929 0.82795 -0.798
C 2.19979 1.67314 0.33639 0.648
N 1.23746 1.17222 1.09451 0.487
C 0.96876 1.61287 2.32882 0.373
C 1.75882 2.58262 2.89059 -0.624
C -0.28526 1.00605 2.92185 0.098
O -0.79450 1.36419 3.93852 -0.551
O -0.81017 0.01174 2.17756 -0.768
C 2.16558 1.11537 -1.07640 0.214
O 2.97021 1.43616 -1.90928 -0.598
O 1.20318 0.22404 -1.25780 -0.940
H 4.29562 4.32604 2.15001 0.345
H 3.83346 3.02245 0.19160 0.548
H 1.53882 2.94466 3.88562 0.624
N -3.42669 0.02704 0.40189 0.041
C -2.91918 -1.18144 0.35149 0.268
N -1.62638 -1.45293 0.19866 0.454
C -1.38400 -2.79928 0.19676 0.170
C -2.52164 -3.58977 0.28912 -0.537
S -3.90238 -2.63369 0.42595 -0.139
C -0.02038 -3.19653 0.19237 -0.202
C 0.50799 -4.47930 0.18615 -0.526
S 2.19172 -4.42363 0.12434 -0.127
C 2.13580 -2.66633 0.10164 0.426
N 0.90916 -2.18839 0.18757 0.079
N 3.23248 -1.93106 0.00816 -0.332
H -2.78624 0.82678 0.44204 -0.209
H -4.39072 0.17331 0.65782 0.257
H -2.58423 -4.66586 0.29700 0.456
H -0.02282 -5.41750 0.18378 0.424
H 4.13760 -2.35245 -0.12962 0.245
H 3.12911 -0.95628 -0.23260 0.131
C -1.25346 5.15959 -1.90364 -1.149
N -0.82883 4.07105 -1.02148 0.534
C 0.08684 4.47326 0.03597 -0.716
P -1.62804 2.65308 -1.08909 -0.291
O -1.15842 1.81508 0.10842 -0.765
N -1.40063 2.02422 -2.58805 0.216
C -1.91980 0.67477 -2.83564 -0.871
C -0.12564 2.23880 -3.29785 -0.878
N -3.26008 2.81924 -0.97654 0.483
C -3.80336 3.29514 0.29697 -1.068
C -4.16037 3.06463 -2.10317 -1.140
H -0.38210 5.62258 -2.36937 0.433
H -1.79470 5.92517 -1.34302 0.323
H -1.89682 4.78286 -2.69705 0.330
H 1.07802 4.68599 -0.37292 0.333
H 0.16763 3.68729 0.78153 -0.035
H -0.28606 5.37614 0.52377 0.363
H -2.91624 0.56236 -2.40812 0.316
H -1.25279 -0.09150 -2.42548 0.053
H -1.99268 0.51684 -3.91124 0.431
H 0.28754 3.21394 -3.06167 0.328
H -0.32094 2.19781 -4.36899 0.382
H 0.60616 1.46949 -3.04235 0.169
H -3.10282 3.12396 1.11390 0.274
H -4.73758 2.77593 0.52454 0.370
H -4.02463 4.36427 0.25483 0.382
H -3.66408 2.84732 -3.04366 0.396
H -4.49159 4.10567 -2.10818 0.326
H -5.04362 2.42866 -2.01691 0.336
```